Entry 1:
CF5NaO3PRb as an isolated structure in a non-equilibrium geometry, computed with ωB97M-V/def2-TZVPD.

Computed properties:
- HOMO: -9.342 eV
- Total energy: -35133.98005 eV
- Lowest unoccupied orbital energy: -1.52 eV
- F_max: 1.85 eV/Å

```
12
Properties=species:S:1:pos:R:3:forces:R:3
P -1.431576 0.156303 -0.166996 -0.8 1.7 -0.2
F -1.998947 0.480847 -1.631712 0.4 -0.3 0.7
F -0.612470 0.275771 2.101463 0.0 -0.1 -1.5
F -2.481382 -1.061627 0.012444 1.2 0.7 0.6
F -2.442689 1.128308 0.619450 0.6 -0.8 -0.4
F -0.413616 1.471469 -0.305304 -0.2 -1.0 0.4
O -0.274713 -0.919271 -0.595501 0.1 0.2 0.6
O 1.688109 -1.673369 -1.299753 0.4 -0.5 -0.4
C 1.114003 -0.899075 -0.533817 -0.7 0.9 0.5
O 1.671391 -0.117574 0.273940 0.8 0.2 0.2
Na 3.744953 -0.941451 -0.534014 -0.9 -0.1 -0.1
Rb 1.436938 2.099668 2.059799 -0.9 -0.8 -0.3
```
Forces are in eV/Å.

***

Entry 2:
C7H7O2 as an isolated structure in a non-equilibrium geometry, computed with ωB97M-V/def2-TZVPD.

Computed properties:
- HOMO: -3.868 eV
- Total charge: -1
- Total energy: -11466.60116 eV
- Lowest unoccupied orbital energy: 3.98 eV
- F_max: 4.88 eV/Å

```
16
Properties=species:S:1:pos:R:3:forces:R:3
C -2.470785 1.022806 -0.181413 4.4 -0.4 2.0
C -2.555883 -0.320797 -0.015050 3.0 -2.5 0.0
C -0.740483 -0.831138 0.371406 -3.1 2.1 0.1
C -1.215029 1.617737 0.223554 -0.4 0.4 -0.3
C -0.349766 -2.086921 0.417408 3.4 1.7 0.3
C -0.093111 0.521127 0.509644 -0.5 1.3 -1.0
C 0.927792 0.873198 -0.563843 4.2 -0.1 2.1
O -3.387357 -1.181121 -0.197803 -0.4 -0.3 0.2
O -0.941265 2.844732 0.238881 -0.2 -1.7 0.2
H -3.204175 1.605286 -0.503190 -3.2 2.4 -1.2
H 0.750926 -2.373093 0.542189 -1.5 0.3 0.0
H -1.026223 -2.830704 0.245726 -1.8 -2.1 -0.4
H 0.421598 0.831392 1.406615 -0.3 -0.5 0.9
H 0.559080 0.602257 -1.490101 -0.8 0.0 -2.2
H 1.921394 0.190129 -0.441582 -2.1 1.5 -0.1
H 1.287712 1.982707 -0.456727 -0.9 -2.1 -0.5
```
Forces are in eV/Å.

***

Entry 3:
C29H24CrN3O3 as an isolated structure in a non-equilibrium geometry, computed with ωB97M-V/def2-TZVPD.

Computed properties:
- Multiplicity: 4
- HOMO (spin up / spin down): -11.903 / -13.739 eV
- Expectation value of S²: 3.823
- Total charge: +2
- Total energy: -69477.52513 eV
- Lowest unoccupied orbital energy (spin up / spin down): -5.62 / -8.76 eV
- F_max: 5.15 eV/Å

```
60
Properties=species:S:1:pos:R:3:forces:R:3
O -4.125513 -2.825387 -1.480532 2.8 2.2 -1.3
C -3.304193 -2.067747 -1.828036 -2.8 -2.5 1.3
Cr -2.115420 -0.639404 -2.171141 -3.4 -0.2 -0.7
C -2.710571 -0.312816 -0.409650 -1.2 0.1 4.1
O -3.152546 -0.281324 0.672074 1.3 0.1 -3.5
C -3.639683 0.411855 -2.668893 -4.4 2.6 0.0
O -4.644000 0.994200 -2.766349 3.8 -2.1 0.0
C -1.144756 -0.561969 -4.118216 0.8 0.0 -0.9
C -0.912035 -1.821874 -3.555292 -0.1 -0.3 -0.7
C -0.413381 -1.921230 -2.255543 1.2 -0.6 1.2
C -0.134949 -0.764187 -1.492320 0.6 -0.7 1.2
C 0.005956 -0.860665 -0.049466 0.4 0.3 0.0
C 0.030058 -0.785986 1.174379 0.3 -0.2 -1.5
C 0.161788 -0.834270 2.557812 0.3 0.4 0.5
C -0.316240 0.325436 3.311859 0.0 0.6 -0.2
C -0.684996 1.492190 2.586922 0.0 -0.1 0.2
C -1.167669 2.636104 3.212704 0.1 -0.4 -0.1
C -1.380419 2.629007 4.593956 -0.1 0.0 0.0
C -1.033571 1.494127 5.332344 0.1 0.0 0.0
C -0.430830 0.395050 4.715992 -0.1 0.0 0.0
C 0.881204 -1.993856 3.085345 0.3 -0.8 -0.5
C 1.792476 -2.663990 2.219793 0.1 0.3 0.4
C 2.691017 -3.612376 2.700417 -0.5 0.1 0.0
C 2.660346 -3.971066 4.051187 0.0 0.2 0.0
C 1.670444 -3.434118 4.883254 -0.1 -0.1 -0.2
C 0.743051 -2.512305 4.385348 0.3 0.0 0.1
C -0.324948 0.504822 -2.104288 0.6 0.8 0.9
C -0.811123 0.600195 -3.404829 0.3 0.4 -0.6
H -1.557061 -0.483151 -5.122800 0.0 0.0 0.3
H -1.151667 -2.730222 -4.114485 0.0 0.4 0.2
H -0.283936 -2.893904 -1.774186 -0.1 0.3 -0.3
H -0.544122 1.499563 1.507702 -0.1 0.0 0.2
H -1.390462 3.517264 2.609563 0.0 -0.2 0.3
H -1.792493 3.515973 5.082058 0.1 -0.4 -0.1
H -1.229627 1.466114 6.408376 0.3 0.1 -0.4
H -0.024919 -0.406288 5.329877 -0.3 0.3 -0.1
H 1.826853 -2.378476 1.171120 0.2 0.0 0.3
H 3.403980 -4.063976 2.011783 -0.1 0.1 0.2
H 3.401735 -4.674370 4.436895 -0.3 0.2 0.0
H 1.616020 -3.746406 5.928380 -0.1 0.0 -0.4
H -0.115516 -2.216421 4.989196 0.5 0.0 0.0
H -0.133121 1.397439 -1.507131 0.0 -0.2 -0.3
H -0.973801 1.583315 -3.851284 0.0 -0.3 0.2
C -3.010928 -1.581446 4.212014 -0.1 -0.2 -0.1
C -4.220463 -2.522523 4.275440 -0.3 0.2 0.2
N -3.982776 -3.357890 3.125444 1.1 0.7 0.4
C -4.551688 -4.585765 2.635146 -0.5 -0.4 0.1
C -3.604682 -4.941474 1.485179 -0.3 -0.4 -0.7
N -2.490015 -4.033173 1.658609 1.2 1.6 0.7
C -2.747757 -3.101936 2.615076 -2.0 -2.4 -0.8
N -2.114416 -2.102511 3.181526 0.0 0.8 0.5
H -3.330786 -0.548144 3.985324 0.4 -0.2 -0.1
H -2.483822 -1.548914 5.176484 0.1 0.2 -0.3
H -4.208743 -3.104603 5.205757 -0.2 -0.1 -0.2
H -5.170214 -1.983836 4.199478 0.0 -0.2 0.0
H -4.560990 -5.364494 3.410059 0.0 0.3 0.0
H -5.574599 -4.415796 2.294842 0.0 -0.1 0.1
H -3.268346 -5.976770 1.528401 -0.1 0.1 0.0
H -4.101069 -4.758755 0.528503 0.1 -0.1 0.0
H -1.623287 -4.057050 1.136617 -0.2 0.0 0.2
```
Forces are in eV/Å.

***

Entry 4:
A 10-piece molecular cluster, C15H50N6O10 overall in a non-equilibrium geometry, computed with ωB97M-V/def2-TZVPD.

Computed properties:
- HOMO: -8.716 eV
- Total energy: -45777.36016 eV
- Lowest unoccupied orbital energy: -0.37 eV
- F_max: 7.89 eV/Å

```
81
Properties=species:S:1:pos:R:3:forces:R:3
N 1.521934 -2.919618 1.879342 0.0 -2.6 -4.7
C 1.317526 -2.023514 2.790422 -6.7 1.7 3.8
N 2.388034 -1.439485 3.323644 -2.9 2.2 3.1
O -0.000928 -1.826978 3.224884 6.6 -0.5 -2.1
H 0.739604 -3.069212 1.170643 1.1 0.0 1.9
H 2.424589 -2.990620 1.394616 -0.3 0.2 0.8
H 2.104201 -0.674107 3.984801 0.6 -1.2 -0.9
H 3.267345 -1.347519 2.923480 1.7 0.1 -1.1
N -3.530092 1.580459 -3.411189 -2.8 1.6 0.5
C -2.271547 1.385675 -3.677539 3.5 5.0 -4.2
N -1.803453 0.220174 -3.343904 2.0 -2.5 0.8
O -1.547280 2.292646 -4.366079 -2.7 -3.6 2.6
H -3.884291 2.475912 -3.692535 0.0 0.2 0.1
H -4.141626 0.976917 -2.849933 0.8 0.5 -0.7
H -0.876841 0.009974 -3.736001 -0.9 -0.1 1.0
H -2.129631 -0.180812 -2.446002 0.8 0.5 -1.3
N -5.081150 -0.058011 -1.853526 -3.9 2.7 0.6
C -4.133011 -0.087471 -0.903552 0.6 3.1 4.3
N -3.172625 -0.952266 -1.255382 0.3 -0.1 1.8
O -4.084268 0.755836 0.167631 -0.4 -4.5 -5.8
H -5.799030 0.698417 -1.661278 1.0 -1.6 -0.4
H -5.338156 -0.743635 -2.552887 0.4 -0.1 0.5
H -2.459022 -1.071978 -0.587676 1.4 0.0 1.1
H -3.136333 -1.563465 -2.027816 -0.8 -0.5 -0.8
C 1.891531 0.771227 -3.212340 0.4 1.1 -2.6
C 1.443540 0.027891 -4.518608 0.4 1.5 1.7
O 0.527178 -0.909000 -3.993029 0.4 -1.8 -1.0
H 2.531058 1.608337 -3.478469 0.5 0.0 0.1
H 2.363327 0.150414 -2.473309 0.3 -0.5 0.1
H 1.039429 1.247026 -2.809147 -1.1 0.3 0.6
H 2.305442 -0.377440 -5.029820 0.2 -0.7 -0.1
H 0.905852 0.603575 -5.277301 0.1 0.5 0.6
H 1.074739 -1.675721 -3.836471 -0.3 -0.6 0.3
C 4.925601 0.784877 0.959813 -1.1 -1.0 0.7
C 5.714650 -0.449282 1.458030 -1.3 1.2 -0.1
O 5.041390 -1.111802 2.517651 -0.9 -0.7 0.0
H 4.988441 1.727929 1.483278 -0.1 -0.2 1.1
H 3.866707 0.563976 0.701087 0.6 -0.1 0.8
H 5.263563 1.105858 0.039587 1.3 0.3 -2.4
H 6.616022 -0.212010 1.925820 1.9 1.0 0.1
H 5.938844 -1.107191 0.637723 -0.2 -0.4 -0.4
H 5.122328 -2.057775 2.377813 0.2 -0.1 0.2
C 1.279680 0.297215 0.633274 -0.5 1.2 1.2
C 0.122697 0.068178 -0.297431 -0.3 -0.2 0.1
O -0.869888 -0.679874 0.380086 -0.4 -0.6 -0.4
H 1.906063 -0.555991 0.873963 0.1 -0.3 -0.8
H 0.874894 0.533763 1.666945 0.5 0.5 -1.2
H 1.857009 1.093255 0.145132 0.3 0.0 0.7
H 0.549622 -0.439271 -1.202700 -1.0 0.4 0.3
H -0.462755 0.985331 -0.530535 1.1 -0.3 -0.3
H -0.539490 -1.578516 0.442184 -0.1 -0.2 0.4
C 2.563229 3.891896 1.109479 -0.1 1.0 0.3
C 1.826350 4.663513 0.014197 -1.2 -1.8 1.5
O 0.618864 5.184089 0.599077 1.5 1.4 -0.2
H 1.953631 3.164574 1.673506 0.1 0.3 -0.6
H 2.899514 4.641798 1.804836 0.2 0.2 0.7
H 3.448496 3.433077 0.729194 0.6 -0.6 -0.4
H 1.543053 3.920736 -0.699422 -0.2 -0.3 -1.1
H 2.411317 5.405906 -0.486623 0.3 0.7 0.1
H -0.053907 4.569143 0.395343 -1.2 -0.9 -0.2
C -3.529766 -1.500968 3.371340 1.1 -0.3 -0.2
C -4.063209 -2.079554 2.098366 2.1 -2.0 -0.4
O -4.467686 -3.471304 2.327081 0.3 -0.3 -1.2
H -3.568231 -0.432332 3.274870 0.1 0.6 0.0
H -2.479877 -1.812723 3.554360 -0.7 0.2 0.0
H -4.144651 -1.758382 4.207310 -0.4 -0.3 0.6
H -3.208339 -2.060512 1.334782 -1.3 0.1 0.7
H -4.902607 -1.542945 1.778981 -1.2 0.9 -0.8
H -4.496656 -3.986197 1.474598 0.0 1.1 1.3
C 0.472588 -3.826786 -1.079891 0.2 2.8 -1.1
O -0.344730 -3.357326 -0.057482 0.9 1.2 0.7
H -0.183844 -4.021034 -1.886776 -0.1 -0.8 -1.3
H 1.172174 -4.566627 -0.845079 0.6 -1.6 0.6
H 1.072405 -2.937025 -1.355710 -0.2 -0.4 -0.2
H -1.056108 -3.927217 0.082524 -1.8 -1.5 0.6
C -1.706635 2.443306 2.355487 0.6 -0.7 -1.9
O -1.599252 1.368049 3.261007 0.3 2.6 1.5
H -1.135980 3.304110 2.683029 -0.3 0.2 0.5
H -2.727581 2.679520 2.023599 0.0 0.1 0.6
H -1.209911 2.151126 1.395697 -0.2 0.1 0.4
H -1.754072 0.597789 2.784931 -0.3 -2.4 -1.2
```
Forces are in eV/Å.